1.
Formula: C19H44FO13S4
Source: the Open Molecules 2025 dataset
Level of theory: ωB97M-V/def2-TZVPD

```
81
C19H44FO13S4 (ωB97M-V/def2-TZVPD)
F 9.115 2.451 6.689
C 8.308 3.584 6.410
C 7.184 3.251 5.468
C 6.392 4.540 5.099
C 5.189 4.853 5.981
C 3.947 4.123 5.480
C 3.038 3.700 6.586
C 1.646 3.220 6.313
O 1.897 4.488 6.897
H 8.975 4.334 5.977
H 7.937 3.941 7.374
H 7.627 2.772 4.583
H 6.519 2.517 5.933
H 6.062 4.430 4.058
H 7.112 5.372 5.119
H 5.397 4.475 7.000
H 4.192 3.185 4.926
H 3.318 4.750 4.830
H 3.536 3.235 7.441
H 1.428 3.195 5.252
H 1.510 2.362 6.965
O 0.703 0.439 3.642
S -0.701 0.549 3.397
O -1.512 -0.633 3.431
O -0.920 1.294 2.009
C -0.186 0.790 0.864
C -0.802 -0.467 0.292
C -1.423 1.777 4.422
H 0.856 0.643 1.149
H -0.219 1.611 0.149
H -0.701 -1.306 0.978
H -0.311 -0.730 -0.645
H -1.865 -0.320 0.100
H -0.829 2.685 4.367
H -1.422 1.393 5.440
H -2.440 1.946 4.079
O -1.029 -4.440 -3.970
S -1.715 -4.082 -2.761
O -1.170 -3.050 -1.931
O -1.937 -5.385 -1.888
C -0.776 -6.218 -1.626
C 0.115 -5.650 -0.544
C -3.393 -3.711 -3.094
H -0.237 -6.368 -2.562
H -1.203 -7.172 -1.326
H 0.602 -4.731 -0.865
H 0.885 -6.380 -0.294
H -0.464 -5.428 0.353
H -3.822 -4.506 -3.698
H -3.400 -2.767 -3.633
H -3.922 -3.598 -2.152
O -5.176 -1.219 -2.941
S -5.989 -0.188 -2.359
O -6.731 -0.487 -1.175
O -6.963 0.376 -3.478
C -7.743 -0.589 -4.229
C -8.937 -1.101 -3.456
C -5.037 1.266 -2.116
H -7.085 -1.398 -4.548
H -8.052 -0.039 -5.116
H -8.632 -1.711 -2.608
H -9.558 -1.708 -4.116
H -9.532 -0.271 -3.077
H -4.501 1.493 -3.034
H -4.343 1.047 -1.308
H -5.706 2.074 -1.836
O 3.815 -0.754 -5.154
S 2.711 -0.266 -5.926
O 2.174 1.028 -5.635
O 1.557 -1.346 -5.920
C 1.128 -1.872 -4.628
C 0.239 -0.912 -3.874
C 3.095 -0.354 -7.641
H 2.014 -2.140 -4.051
H 0.601 -2.789 -4.879
H 0.791 -0.026 -3.563
H -0.168 -1.408 -2.995
H -0.590 -0.582 -4.504
H 3.476 -1.347 -7.863
H 3.854 0.402 -7.826
H 2.195 -0.139 -8.209
```

Summary:
Total charge: -1
Lowest unoccupied orbital energy, eV: 1.39
HOMO level, eV: -1.0



2.
Formula: C19H45ClFeO2P2
Source: the Open Molecules 2025 dataset
Level of theory: ωB97M-V/def2-TZVPD

```
70
C19H45ClFeO2P2 (ωB97M-V/def2-TZVPD)
Fe 0.491 0.140 0.410
P -1.087 1.944 0.648
C -2.773 1.821 1.491
C -0.287 3.281 1.784
C -1.614 2.890 -0.896
C -2.855 0.601 2.430
H -3.446 1.645 0.629
C -3.310 3.079 2.232
H -2.833 3.196 3.216
H -4.397 2.960 2.409
H -3.186 4.013 1.669
H -2.945 -0.331 1.854
H -3.731 0.670 3.098
H -1.957 0.529 3.066
H -2.298 2.151 -1.347
C -0.466 3.147 -1.878
C -2.397 4.214 -0.724
H -3.430 4.063 -0.380
H -2.459 4.725 -1.702
H -1.878 4.896 -0.035
H 0.405 2.538 -1.618
H -0.165 4.206 -1.909
H -0.776 2.881 -2.907
C 0.107 2.653 3.130
H -1.036 4.076 1.974
C 0.936 3.917 1.098
H -0.748 2.371 3.760
H 0.782 3.326 3.687
H 0.680 1.735 2.940
H 1.574 3.162 0.615
H 1.547 4.441 1.854
H 0.649 4.661 0.336
Cl 1.985 0.450 1.678
H -0.779 -0.428 1.128
H -0.422 0.563 -0.752
P 0.716 -2.335 -0.604
C 0.003 -2.750 -2.256
C 2.517 -2.834 -0.664
C -0.176 -3.470 0.579
C -0.128 -1.591 -3.252
H -1.019 -3.067 -1.975
C 0.747 -3.918 -2.931
H 1.695 -3.566 -3.362
H 0.113 -4.299 -3.752
H 0.949 -4.762 -2.249
H -0.975 -0.938 -2.994
H -0.272 -1.968 -4.277
H 0.779 -0.973 -3.249
H -1.239 -3.251 0.352
C 0.066 -3.145 2.072
C 0.076 -4.955 0.234
H -0.426 -5.249 -0.707
H -0.337 -5.593 1.030
H 1.155 -5.172 0.147
H 0.536 -2.158 2.233
H 0.683 -3.921 2.541
H -0.906 -3.121 2.597
C 3.355 -1.932 -1.553
H 2.535 -3.869 -1.031
C 3.133 -2.767 0.743
H 3.191 -2.064 -2.625
H 4.435 -2.248 -1.447
H 3.201 -0.845 -1.345
H 2.889 -1.780 1.158
H 4.236 -2.848 0.671
H 2.764 -3.555 1.431
O 2.611 1.210 -3.156
C 1.971 1.184 -2.048
O 0.840 0.525 -2.117
H 2.400 1.839 -1.181
```

Summary:
Multiplicity: 6
Total charge: -1
Energy above the lowest of the compared OMol25 structures with the same formula, charge and spin, kJ/mol: 0.0
Lowest unoccupied orbital energy (alpha / beta), eV: 2.97 / 2.95
HOMO level (alpha / beta), eV: -1.9 / -4.2



3.
Formula: C19H45FIN5O8P2
Source: the Open Molecules 2025 dataset
Level of theory: ωB97M-V/def2-TZVPD

```
81
C19H45FIN5O8P2 (ωB97M-V/def2-TZVPD)
C 6.065 0.254 -0.627
C 4.854 -0.626 -1.315
C 3.658 -0.743 -0.200
I 3.199 -2.923 -0.058
C 2.314 0.168 -0.548
O 1.137 -0.364 0.108
C 0.091 -0.878 -0.768
N 0.542 -1.664 -1.974
C -0.742 -1.979 0.183
C -1.928 -2.970 -0.362
C -2.699 -4.087 0.616
C -2.315 -4.263 2.232
C -1.128 -3.266 2.787
C -0.353 -2.159 1.801
C -1.067 0.256 -1.185
N -1.779 -0.090 -2.493
N -0.471 1.645 -1.408
C -1.284 2.429 -2.187
O -2.277 2.977 -2.939
N -2.062 0.274 -0.048
P -3.742 0.524 -0.580
N -4.692 0.322 0.751
C -1.654 1.169 1.096
C -2.411 2.620 1.164
F -2.068 0.441 2.355
P 2.488 2.006 0.079
C 3.699 2.159 1.532
C 2.833 1.781 2.911
C 2.844 3.206 -1.354
C 4.293 3.016 -2.094
H 7.065 0.234 -1.267
H 6.366 -0.213 0.430
H 5.796 1.373 -0.414
H 4.519 -0.257 -2.373
H 5.304 -1.720 -1.476
H 4.139 -0.493 0.843
H 2.285 0.269 -1.711
H -0.220 -2.217 -2.422
H 0.887 -1.032 -2.758
H -2.268 -2.974 -1.481
H -3.535 -4.823 0.200
H -2.858 -5.077 2.898
H -0.809 -3.372 3.931
H 0.474 -1.518 2.346
H -1.122 -0.114 -3.303
H -2.215 -1.036 -2.465
H -3.983 1.858 -1.090
H -4.219 -0.482 -1.534
H -5.232 1.201 0.946
H -0.500 1.342 1.211
H -2.668 3.106 0.133
H -3.424 2.441 1.768
H -1.740 3.327 1.834
H 3.992 3.300 1.664
H 4.681 1.527 1.457
H 1.774 2.311 2.798
H 2.592 0.613 2.875
H 3.375 2.107 3.896
H 2.796 4.308 -0.933
H 2.009 3.139 -2.194
H 4.557 1.921 -2.410
H 5.156 3.539 -1.469
H 4.232 3.642 -3.109
O -7.555 -1.370 0.334
H -6.773 -0.803 0.417
H -7.368 -1.914 -0.445
O 0.075 3.987 -5.030
H -0.559 3.483 -4.498
H -0.281 3.934 -5.930
O 1.068 -4.850 4.292
H 1.360 -4.649 3.390
H 0.407 -5.548 4.173
O 4.240 2.944 6.032
H 4.257 3.843 6.392
H 5.139 2.615 6.181
O -10.561 -0.298 -0.631
H -11.132 -0.811 -0.040
H -9.671 -0.433 -0.272
O -1.758 -4.843 -2.710
H -1.147 -5.568 -2.508
H -2.291 -5.184 -3.444
```

Summary:
SMILES: CC[C@H](I)[C@@H](O[C@@](N)(c1ccccc1)[C@](N)(N=C=O)N([PH2]=N)[C@@H](C)F)P(CC)CC.O.O.O.O.O.O
Lowest unoccupied orbital energy, eV: -1.14
HOMO level, eV: -7.9